(1)
{"formula": "C21H31N3O3", "method": "wB97M-V/def2-TZVPD", "symbols": ["C", "O", "C", "C", "C", "C", "C", "C", "N", "C", "C", "N", "C", "O", "C", "C", "C", "O", "N", "C", "C", "C", "C", "C", "C", "C", "C", "H", "H", "H", "H", "H", "H", "H", "H", "H", "H", "H", "H", "H", "H", "H", "H", "H", "H", "H", "H", "H", "H", "H", "H", "H", "H", "H", "H", "H", "H", "H"], "coordinates": [[6.62314, 0.24658, -0.38992], [5.80370, 1.29449, 0.06396], [4.45125, 1.17196, -0.07149], [3.69723, 2.26367, 0.35763], [2.32125, 2.23786, 0.25353], [1.67919, 1.13036, -0.27206], [2.41837, 0.03338, -0.68860], [1.70016, -1.16986, -1.23337], [0.79430, -1.71952, -0.22589], [1.53789, -2.21286, 0.91555], [0.56333, -2.50382, 2.04492], [-0.41687, -3.44758, 1.57036], [-0.81238, -3.56822, 0.29040], [-1.70230, -4.33750, -0.02201], [-0.06354, -2.75952, -0.77018], [-1.07258, -2.20812, -1.80248], [-1.41796, -0.73821, -1.60485], [-0.96015, 0.08991, -2.37800], [-2.23510, -0.37970, -0.59119], [-2.86242, -1.29367, 0.32899], [-2.45041, 1.04569, -0.36558], [-2.10121, 1.46378, 1.06333], [-2.20002, 2.98231, 1.18314], [-3.60706, 3.45296, 0.82577], [-3.98101, 3.00465, -0.58439], [-3.87421, 1.48727, -0.71252], [3.80358, 0.05507, -0.58675], [6.44098, -0.67902, 0.16691], [7.64647, 0.57450, -0.21343], [6.48336, 0.06028, -1.45981], [4.21632, 3.11885, 0.76032], [1.74650, 3.09175, 0.58060], [0.60803, 1.10585, -0.37862], [2.42487, -1.93236, -1.57061], [1.10446, -0.85176, -2.08934], [2.24352, -1.44170, 1.22867], [2.10387, -3.13168, 0.67206], [1.08611, -2.92917, 2.90546], [0.07997, -1.56771, 2.35491], [-0.93529, -3.99329, 2.24440], [0.54643, -3.53090, -1.29013], [-0.64194, -2.27200, -2.80313], [-1.95954, -2.84286, -1.78320], [-3.04694, -2.25876, -0.13417], [-3.82259, -0.88377, 0.63983], [-2.24651, -1.44692, 1.21916], [-1.76750, 1.55017, -1.05814], [-1.09028, 1.13123, 1.30907], [-2.79436, 1.00489, 1.77162], [-1.47963, 3.44604, 0.50609], [-1.95101, 3.29029, 2.20093], [-3.66345, 4.54094, 0.89563], [-4.32080, 3.03577, 1.54053], [-3.30773, 3.47390, -1.30450], [-4.99838, 3.32431, -0.81895], [-4.10982, 1.17766, -1.73216], [-4.59597, 1.01948, -0.03874], [4.36468, -0.80540, -0.91955]], "forces_ev_per_a": [[0.126, -0.179, -0.071], [-0.287, 0.214, 0.083], [-0.067, 0.164, 0.079], [0.236, -0.075, -0.020], [0.072, -0.013, 0.012], [-0.023, -0.131, -0.074], [0.004, 0.172, -0.018], [-0.044, 0.002, -0.111], [0.005, -0.093, 0.078], [-0.138, 0.033, 0.407], [0.347, 0.298, -0.095], [-0.011, -0.145, 0.426], [0.057, -0.146, 0.117], [-0.156, -0.116, -0.238], [-0.149, -0.126, -0.303], [0.099, -0.038, -0.109], [-0.041, -0.341, -0.095], [0.263, 0.203, -0.312], [-0.177, 0.253, 0.030], [0.029, -0.187, 0.107], [-0.062, 0.156, 0.047], [0.183, 0.138, -0.246], [-0.238, -0.119, 0.242], [0.194, 0.171, -0.209], [-0.227, -0.109, 0.228], [0.256, 0.119, -0.202], [0.226, -0.048, -0.056], [-0.002, 0.032, -0.038], [-0.055, -0.071, -0.031], [-0.003, -0.007, 0.045], [0.063, 0.107, 0.050], [-0.051, 0.088, 0.023], [-0.210, 0.006, -0.010], [-0.030, 0.032, 0.019], [0.048, -0.094, -0.033], [-0.025, -0.104, 0.026], [0.012, 0.073, -0.008], [-0.031, 0.030, -0.082], [0.121, -0.050, 0.012], [-0.031, 0.013, -0.191], [-0.127, 0.111, 0.097], [-0.094, 0.071, 0.113], [0.086, -0.006, -0.032], [-0.011, -0.002, 0.026], [0.003, -0.037, 0.021], [-0.074, -0.022, 0.075], [-0.128, -0.057, 0.162], [0.017, -0.098, 0.036], [-0.018, -0.078, 0.085], [0.086, 0.059, -0.015], [0.075, 0.042, -0.026], [-0.064, 0.014, 0.066], [-0.055, 0.012, 0.061], [0.006, 0.056, -0.077], [0.027, 0.048, -0.076], [-0.021, -0.072, -0.001], [-0.059, -0.068, 0.024], [0.068, -0.083, -0.018]], "orbital_gap_ev": 9.10, "lumo_ev": 0.68, "total_energy_ev": -32894.065, "spin_multiplicity": 1, "e_above_lowest_kj_mol": 125.7, "smiles": "COc1cccc(CN2CCNC(=O)[C@H]2CC(=O)N(C)C2CCCCC2)c1"}

***

(2)
{"formula": "C21H31N3O3S", "method": "wB97M-V/def2-TZVPD", "symbols": ["C", "C", "C", "C", "C", "C", "O", "C", "C", "C", "C", "N", "C", "O", "C", "C", "S", "C", "N", "C", "C", "N", "C", "C", "C", "O", "C", "C", "H", "H", "H", "H", "H", "H", "H", "H", "H", "H", "H", "H", "H", "H", "H", "H", "H", "H", "H", "H", "H", "H", "H", "H", "H", "H", "H", "H", "H", "H", "H"], "coordinates": [[6.36158, -2.50332, -0.81231], [5.37874, -1.38674, -1.14551], [6.06961, -0.04258, -1.38463], [6.59982, 0.62638, -0.10834], [5.69764, 1.73465, 0.43902], [4.33473, 1.25301, 0.93042], [3.50143, 1.03881, -0.19094], [2.27988, 0.48041, -0.00970], [1.55989, 0.19690, -1.17268], [0.30784, -0.37148, -1.10732], [-0.26334, -0.66016, 0.12930], [-1.55369, -1.24898, 0.19424], [-1.91694, -2.19332, 1.13775], [-1.19797, -2.65020, 1.98578], [-3.37097, -2.54739, 0.90305], [-3.66414, -1.98603, -0.47429], [-5.31128, -1.28180, -0.72566], [-5.08890, 0.23299, 0.16657], [-4.00987, 0.34127, 0.82330], [-3.72412, 1.52600, 1.59457], [-2.34504, 1.41109, 2.22653], [-6.13136, 1.10200, 0.12068], [-7.17609, 1.04400, -0.87810], [-6.74200, 1.64579, -2.21238], [-2.57247, -0.94860, -0.70194], [-2.52761, -0.12984, -1.57918], [0.44755, -0.38524, 1.28854], [1.71000, 0.17763, 1.22260], [5.83173, -3.44037, -0.65581], [7.06955, -2.64186, -1.62700], [6.92455, -2.27792, 0.09060], [4.64796, -1.29290, -0.34232], [4.83064, -1.66160, -2.04961], [5.36498, 0.63458, -1.86792], [6.89738, -0.20698, -2.07841], [6.74914, -0.12377, 0.67007], [7.57397, 1.07482, -0.31508], [5.53135, 2.48714, -0.33354], [6.20469, 2.21598, 1.27816], [3.88540, 2.01696, 1.58195], [4.44776, 0.32606, 1.50853], [2.01165, 0.42831, -2.12393], [-0.23126, -0.58322, -2.01581], [-3.53756, -3.61906, 1.00052], [-3.96257, -2.02961, 1.66100], [-3.57741, -2.74929, -1.25380], [-3.75764, 2.42233, 0.95635], [-4.48180, 1.64505, 2.38352], [-1.58135, 1.38011, 1.45464], [-2.28211, 0.50263, 2.82006], [-2.16029, 2.26737, 2.87081], [-5.91193, 2.03202, 0.45100], [-7.45310, -0.00429, -1.01247], [-8.04138, 1.58234, -0.48101], [-5.86930, 1.11962, -2.59156], [-7.54480, 1.56018, -2.93889], [-6.48944, 2.69786, -2.09411], [0.02506, -0.61842, 2.25135], [2.23325, 0.38073, 2.14335]], "forces_ev_per_a": [[-0.206, 0.109, -0.028], [0.189, 0.036, -0.125], [-0.067, -0.109, 0.077], [-0.085, 0.234, -0.181], [-0.194, -0.378, 0.088], [0.267, 0.319, 0.295], [-0.017, -0.031, -0.224], [-0.330, -0.144, -0.053], [0.197, 0.071, 0.157], [0.010, -0.030, 0.066], [0.313, 0.112, 0.098], [0.505, 0.113, -0.083], [-0.404, -0.356, 0.014], [0.108, -0.024, 0.194], [-0.017, -0.120, 0.151], [-0.621, 0.378, 0.080], [-0.057, -0.351, -0.363], [0.361, -0.371, 0.329], [-0.070, 0.036, 0.148], [-0.086, 0.103, 0.071], [-0.292, 0.200, -0.129], [-0.001, 0.467, 0.296], [-0.036, 0.087, -0.373], [-0.101, -0.140, 0.191], [-0.102, -0.172, -0.436], [0.124, -0.080, -0.080], [-0.212, -0.064, -0.166], [0.347, 0.166, -0.038], [0.033, -0.122, 0.043], [0.105, -0.048, -0.067], [0.099, -0.028, 0.102], [-0.130, 0.021, 0.014], [-0.100, -0.010, 0.038], [0.063, 0.034, -0.096], [-0.002, 0.007, -0.069], [0.103, -0.043, 0.077], [0.045, -0.059, 0.080], [0.011, 0.116, 0.028], [-0.049, 0.067, 0.007], [-0.014, -0.149, -0.052], [-0.061, 0.041, -0.023], [0.052, 0.027, -0.132], [-0.035, -0.001, -0.050], [0.106, 0.036, -0.014], [0.069, -0.062, -0.051], [0.059, 0.089, 0.041], [-0.036, 0.020, 0.076], [0.011, 0.099, -0.051], [0.086, 0.001, -0.027], [0.034, -0.107, 0.085], [0.105, 0.063, 0.090], [0.022, -0.121, 0.069], [-0.170, 0.145, 0.054], [0.021, -0.183, -0.035], [0.085, -0.027, -0.060], [-0.089, 0.035, -0.147], [0.014, 0.092, -0.011], [-0.036, -0.016, 0.044], [0.076, 0.022, 0.061]], "orbital_gap_ev": 8.83, "lumo_ev": 0.66, "total_energy_ev": -43729.146, "spin_multiplicity": 1, "e_above_lowest_kj_mol": 183.2, "smiles": "CCCCCCOc1ccc(N2C(=O)C[C@@H](S/C(=N/CC)NCC)C2=O)cc1"}

***

(3)
{"formula": "C21H31N7O", "method": "wB97M-V/def2-TZVPD", "symbols": ["C", "N", "C", "C", "N", "C", "O", "C", "C", "C", "N", "C", "N", "C", "N", "C", "C", "N", "C", "N", "C", "C", "C", "C", "C", "C", "C", "C", "C", "H", "H", "H", "H", "H", "H", "H", "H", "H", "H", "H", "H", "H", "H", "H", "H", "H", "H", "H", "H", "H", "H", "H", "H", "H", "H", "H", "H", "H", "H", "H"], "coordinates": [[-8.27376, -1.04816, 0.81712], [-6.96758, -1.21070, 0.21869], [-5.90114, -1.03582, 1.18531], [-4.55550, -1.35001, 0.52478], [-4.35451, -0.47774, -0.60637], [-3.44749, 0.51771, -0.75898], [-3.46891, 1.24420, -1.73544], [-2.36088, 0.64929, 0.30454], [-1.27526, -0.40586, 0.05539], [-0.13840, -0.23844, 1.06731], [0.39600, 1.09778, 0.99895], [1.61525, 1.37078, 0.50423], [1.96908, 2.65982, 0.37366], [3.16989, 2.97315, -0.07485], [4.14687, 2.16642, -0.44151], [3.80717, 0.88234, -0.31525], [2.57259, 0.39725, 0.14858], [2.60251, -0.97855, 0.14501], [3.78534, -1.30284, -0.30061], [4.55678, -0.21636, -0.60743], [5.92732, -0.25370, -1.02626], [6.83523, -0.70503, 0.12427], [6.23710, -1.86963, 0.92162], [5.67803, -2.98179, 0.03070], [4.25639, -2.69894, -0.50477], [-0.57088, 2.14461, 1.22975], [-1.72246, 2.03853, 0.23110], [-5.42766, -0.61377, -1.57150], [-6.76851, -0.31310, -0.90626], [-8.39075, -1.77547, 1.61931], [-8.43158, -0.03959, 1.23065], [-9.03506, -1.23687, 0.06208], [-6.06764, -1.72473, 2.01683], [-5.87716, -0.00415, 1.58507], [-3.75354, -1.25725, 1.25282], [-4.58027, -2.38364, 0.16006], [-2.78634, 0.51620, 1.30426], [-0.87926, -0.27159, -0.95280], [-1.68363, -1.41506, 0.12717], [-0.52506, -0.40414, 2.08167], [0.65948, -0.95398, 0.86687], [3.37599, 4.03318, -0.15074], [6.01457, -0.94235, -1.87279], [6.19622, 0.75159, -1.35688], [7.00542, 0.13356, 0.80171], [7.79868, -0.99952, -0.29556], [7.01978, -2.28018, 1.56277], [5.44309, -1.50330, 1.57588], [6.36748, -3.14567, -0.79957], [5.64744, -3.90775, 0.60676], [4.21372, -2.92210, -1.57556], [3.52738, -3.34309, -0.01249], [-0.95445, 2.04330, 2.25300], [-0.05621, 3.09981, 1.12892], [-1.35218, 2.20568, -0.78064], [-2.46870, 2.80512, 0.44366], [-5.23681, 0.08376, -2.38754], [-5.43178, -1.63982, -1.95282], [-7.57496, -0.47206, -1.62490], [-6.78661, 0.74537, -0.58888]], "forces_ev_per_a": [[0.048, -0.009, -0.004], [0.032, 0.061, 0.017], [0.194, -0.238, -0.052], [-0.088, 0.034, 0.427], [-0.356, -0.269, -0.159], [0.260, 0.019, 0.349], [0.116, 0.278, -0.201], [0.050, 0.221, -0.424], [-0.004, 0.018, 0.389], [-0.087, -0.457, -0.205], [-0.044, 0.018, 0.080], [0.385, 0.115, 0.043], [-0.458, -0.105, 0.120], [0.297, 0.140, -0.123], [0.552, -0.220, -0.175], [-0.986, 0.503, 0.310], [0.815, 0.330, -0.348], [0.008, -0.520, 0.043], [-0.409, -0.168, 0.009], [-0.332, 0.051, 0.029], [0.604, 0.006, -0.005], [-0.202, 0.003, 0.041], [0.205, -0.083, -0.108], [0.044, 0.013, 0.185], [0.095, -0.089, -0.128], [-0.230, 0.407, -0.090], [-0.007, -0.127, 0.222], [-0.220, 0.285, -0.282], [0.171, -0.181, -0.170], [-0.077, -0.002, 0.050], [-0.013, 0.025, 0.012], [-0.089, 0.007, 0.016], [0.011, 0.040, 0.019], [0.003, -0.043, 0.008], [0.018, -0.007, -0.060], [0.042, 0.034, 0.097], [0.019, -0.049, -0.005], [0.000, -0.034, -0.074], [0.001, -0.066, -0.026], [0.026, -0.037, -0.024], [-0.250, 0.068, 0.162], [0.027, 0.094, -0.011], [-0.007, 0.121, 0.028], [-0.044, -0.142, -0.071], [0.068, 0.039, -0.045], [0.049, 0.026, 0.001], [-0.060, 0.034, 0.055], [0.049, 0.003, 0.093], [0.023, -0.079, -0.009], [0.037, -0.017, -0.087], [-0.049, -0.061, 0.029], [0.003, 0.076, -0.081], [0.040, 0.036, -0.002], [-0.171, -0.111, 0.128], [-0.021, 0.045, 0.001], [0.000, 0.049, -0.038], [-0.036, -0.147, 0.078], [-0.033, 0.039, -0.015], [0.000, 0.049, 0.000], [-0.018, -0.026, -0.021]], "orbital_gap_ev": 8.46, "lumo_ev": 0.76, "total_energy_ev": -34760.296, "spin_multiplicity": 1, "e_above_lowest_kj_mol": 0.0, "smiles": "CN1CCN(C(=O)C2CCN(c3ncnc4c3nc3n4CCCCC3)CC2)CC1"}

***

(4)
{"formula": "C21H31NO5", "method": "wB97M-V/def2-TZVPD", "symbols": ["C", "C", "C", "C", "C", "C", "C", "C", "C", "O", "O", "C", "C", "C", "C", "C", "C", "C", "C", "C", "C", "N", "O", "H", "H", "H", "H", "H", "H", "H", "H", "H", "H", "H", "H", "H", "H", "H", "H", "H", "H", "H", "H", "H", "H", "H", "H", "H", "H", "H", "H", "C", "C", "O", "O", "H", "H", "H"], "coordinates": [[-2.34977, 2.80420, 1.65747], [-2.43829, 1.21232, 1.15553], [-3.36210, 0.46180, 2.33104], [-0.96685, 0.49750, 1.22186], [-0.11470, 0.63979, -0.17797], [1.33658, -0.15490, -0.15398], [1.72567, -0.79081, 1.31409], [3.32059, -1.28141, 1.40506], [3.94512, -1.73912, -0.04021], [3.81455, -3.01146, -0.48632], [4.71308, -0.80823, -0.90211], [0.27575, 2.24400, -0.44893], [-0.42720, 3.16403, -1.63452], [-0.11697, 4.75086, -1.91405], [0.99187, 5.49460, -0.95389], [1.77633, 4.64813, 0.22434], [1.41619, 3.04650, 0.47500], [-1.05917, 0.02429, -1.37101], [-2.66065, -0.03503, -1.03054], [-3.43794, 0.15763, -2.49957], [-3.11111, -1.56517, -0.52607], [-3.18328, 1.06363, -0.14362], [-3.38667, 2.22444, -0.78556], [-1.83257, 3.50412, 0.87455], [-3.44130, 3.25074, 1.83759], [-1.74890, 2.82852, 2.68764], [-2.76955, 0.59884, 3.35789], [-3.53310, -0.67397, 2.08454], [-4.36201, 1.08454, 2.37433], [-0.34232, 1.09889, 2.04194], [-1.06748, -0.62120, 1.55595], [1.38758, -1.05870, -0.92510], [2.24680, 0.55271, -0.46239], [1.10043, -1.79039, 1.49349], [1.59746, -0.02589, 2.21070], [3.93603, -0.33091, 1.76306], [3.48707, -2.10991, 2.23636], [4.11029, -0.52176, -1.65047], [-1.26121, 2.66296, -2.32546], [-0.71547, 5.29638, -2.78990], [1.18657, 6.63846, -1.14959], [2.59391, 5.20419, 0.88165], [1.97325, 2.43852, 1.31359], [-0.86639, 0.52299, -2.43857], [-0.71072, -1.10931, -1.51038], [-3.23222, -0.82455, -3.11955], [-4.57013, 0.42995, -2.38496], [-2.88452, 1.03899, -3.08403], [-2.60863, -1.84580, 0.49289], [-4.29002, -1.53739, -0.49654], [-2.78885, -2.31475, -1.39667], [3.29524, -5.85578, 0.04303], [3.17687, -7.36042, -0.12743], [3.90087, -7.85909, -1.03348], [2.36617, -7.92072, 0.66234], [4.01030, -5.42958, -0.66722], [2.32128, -5.38563, -0.12269], [3.63424, -5.62262, 1.05683]], "forces_ev_per_a": [[-0.287, -0.020, -0.060], [-0.337, 0.192, 3.041], [0.648, 0.970, -0.177], [0.766, 0.993, -0.078], [0.240, 0.725, -0.592], [1.253, -0.494, 0.446], [0.514, -1.116, 0.030], [0.875, 1.397, -0.109], [-0.507, -6.663, -2.675], [0.680, 8.834, 3.058], [-2.714, -0.828, 1.393], [0.812, 4.534, -0.755], [1.597, 1.255, 1.612], [2.089, -2.513, 3.418], [-1.127, -3.799, 0.143], [-2.904, -1.787, -2.369], [-1.866, 1.820, -2.777], [0.590, -0.830, -0.226], [-0.951, -1.450, -2.598], [1.278, 0.316, -0.082], [0.012, 1.002, -0.783], [2.156, 1.898, -1.129], [0.068, -2.388, 1.290], [-0.877, -1.542, 1.534], [2.377, -1.167, -0.384], [-1.330, -0.116, -2.298], [-1.418, -0.476, -2.196], [0.238, 2.351, 0.585], [1.880, -1.563, 0.031], [-1.520, -1.477, -1.626], [0.266, 2.131, -0.776], [-0.426, 1.905, 1.593], [-2.221, -1.234, 0.664], [1.133, 2.411, -0.262], [0.044, -1.689, -1.979], [-1.153, -1.967, -0.891], [-0.483, 1.529, -2.197], [0.921, -0.773, 1.191], [2.054, 1.219, 1.794], [1.595, -1.266, 2.269], [-0.252, -2.613, 0.608], [-2.008, -1.454, -1.553], [-1.163, 1.457, -1.825], [-0.400, -0.887, 2.545], [-0.821, 2.426, 0.360], [-0.707, 1.937, 1.254], [2.235, -0.747, -0.192], [-1.456, -1.870, 1.298], [-1.142, 0.347, -2.037], [2.409, -0.275, 0.291], [-0.602, 1.629, 2.132], [0.303, 0.552, -0.219], [0.023, -0.525, -0.098], [-0.492, -0.156, 0.508], [0.378, -0.082, -0.453], [-0.159, -0.126, 0.144], [0.039, 0.017, 0.148], [-0.149, 0.044, 0.016]], "orbital_gap_ev": [4.93, 4.66], "charge": -1, "lumo_ev": [1.39, 1.12], "total_energy_ev": -33992.286, "spin_multiplicity": 2}